(1)
{"formula": "C8H27B2N2O6PTa", "method": "ωB97M-V/def2-TZVPD", "symbols": ["H", "C", "C", "H", "O", "H", "H", "H", "O", "H", "H", "C", "O", "H", "B", "H", "H", "H", "H", "H", "B", "C", "H", "Ta", "N", "H", "H", "N", "H", "H", "C", "C", "O", "H", "H", "H", "H", "H", "O", "H", "C", "O", "P", "H", "H", "C", "H"], "positions_angstrom": [[-0.954, -1.687, 2.451], [-0.273, 1.534, 4.401], [-0.293, -1.368, -2.819], [-1.818, -1.160, -4.324], [1.157, 1.894, 2.465], [-3.099, -2.183, -2.666], [-1.947, -3.484, -2.392], [-0.343, 1.716, 5.468], [2.887, -2.203, -1.530], [3.177, -0.677, -3.348], [3.630, 0.269, 0.445], [-1.858, -1.387, 1.939], [2.224, -0.172, 2.749], [-1.641, -0.609, -1.549], [-0.447, 3.024, -0.296], [-0.238, 4.445, -1.553], [0.705, -1.883, 0.781], [-2.199, 2.361, 0.209], [1.337, 2.177, -1.117], [0.549, -2.048, -2.822], [1.379, 0.610, 1.993], [1.041, 2.048, 3.868], [-1.093, 2.066, 3.932], [0.391, -0.227, 0.007], [3.955, -0.107, -0.444], [1.073, 3.114, 4.071], [-0.787, -2.612, -4.531], [-0.840, -1.234, -1.471], [-0.065, 1.682, -1.976], [-0.016, -0.407, -3.246], [-2.384, -2.841, -3.139], [0.319, 1.829, -0.961], [-1.536, 2.979, 0.548], [-0.415, 0.480, 4.199], [-2.405, 0.046, 0.457], [-1.596, 0.759, 1.874], [-2.067, -2.172, 1.225], [-2.673, -1.275, 2.646], [2.737, -0.025, -2.781], [1.863, 1.602, 4.420], [-1.584, -0.065, 1.171], [-0.023, 4.340, -0.612], [2.676, -0.588, -1.244], [-2.949, -3.415, -3.865], [2.244, -1.059, 2.353], [-1.327, -1.992, -3.829], [3.478, -2.527, -0.833]], "forces_ev_per_angstrom": [[0.1, -0.2, 0.5], [-0.3, 0.1, -0.2], [-1.2, -0.9, -0.5], [-0.1, 0.0, -0.5], [-0.3, -0.4, 0.2], [-0.2, 0.0, 0.4], [0.0, -0.3, 0.2], [0.1, -0.1, 0.3], [0.1, -0.2, -0.6], [-0.1, 0.2, 0.1], [0.3, 0.1, 0.0], [0.4, 0.6, -0.5], [0.0, -0.6, 0.3], [-0.3, -0.3, 0.2], [0.4, 0.5, -0.1], [0.6, 0.1, 0.4], [1.0, 0.2, 0.1], [0.4, -0.3, 0.6], [0.2, 0.3, -0.1], [0.4, 0.1, 0.3], [0.2, 0.2, -0.3], [0.1, 0.6, 0.3], [-0.2, 0.1, -0.2], [-3.5, -0.1, -1.4], [-0.5, -0.1, 0.2], [0.1, 0.3, -0.1], [0.2, 0.1, -0.5], [1.0, 1.4, 0.7], [-0.2, -0.3, -0.2], [0.5, 0.2, -0.1], [-0.1, 0.4, -0.4], [0.4, -0.5, 0.5], [-0.6, 0.1, -0.6], [0.1, -0.3, 0.0], [-0.2, 0.3, -0.1], [0.0, 0.3, 0.0], [-0.2, -0.3, -0.1], [-0.2, -0.1, 0.2], [0.0, -0.6, -0.3], [0.3, -0.2, -0.1], [0.6, -0.9, -0.2], [-0.5, -0.1, -0.2], [1.0, 0.1, 0.5], [0.0, -0.3, -0.2], [0.0, 0.4, 0.2], [0.2, 0.3, 1.0], [-0.1, 0.2, -0.2]], "nbo_charge": [0.204, -0.629, -0.225, 0.178, -0.746, 0.197, 0.217, 0.197, -1.027, 0.490, 0.368, -0.605, -0.942, 0.353, 1.188, 0.481, -0.424, 0.494, 0.277, 0.197, 0.554, -0.064, 0.211, 1.961, -1.347, 0.168, 0.189, -1.048, 0.254, 0.171, -0.602, -1.416, -0.914, 0.210, 0.187, 0.225, 0.208, 0.179, -1.001, 0.170, -0.957, -0.939, 1.565, 0.188, 0.508, -0.402, 0.502], "e_lumo_ev": 2.50, "total_charge": -1, "total_energy_ev": -36195.69218, "gap_ev": 7.1}

=====

(2)
{"formula": "C2H4O8RbS2", "method": "ωB97M-V/def2-TZVPD", "symbols": ["S", "H", "C", "C", "O", "H", "O", "O", "O", "Rb", "O", "H", "O", "O", "H", "O", "S"], "positions_angstrom": [[3.243, -1.319, 3.420], [-3.327, 0.186, -2.732], [-2.330, -0.047, -2.363], [-1.334, 1.035, -2.818], [4.303, -0.285, 3.451], [-1.889, 1.889, -3.213], [2.486, -1.321, 4.718], [2.264, -0.957, 2.335], [-0.004, -0.539, -0.446], [0.604, 1.050, 3.101], [-0.654, 1.487, -1.654], [-2.112, -1.049, -2.736], [-2.338, -0.017, -0.946], [-1.116, 1.303, 0.732], [-0.652, 0.745, -3.615], [3.792, -2.670, 3.188], [-0.936, 0.511, -0.423]], "forces_ev_per_angstrom": [[0.1, -0.6, 0.7], [-0.1, 0.1, 0.3], [-0.3, -0.4, -0.9], [-0.5, 0.6, -0.5], [-0.1, 0.1, 0.0], [0.1, 0.1, 0.2], [-0.3, 0.6, -0.1], [-0.6, 0.4, -0.4], [0.3, -0.5, 0.1], [0.9, -0.9, 0.2], [0.0, 0.0, 0.2], [0.4, 0.0, 0.2], [-0.4, 0.3, 0.3], [-0.4, 0.4, 0.5], [0.2, -0.4, 0.3], [0.0, 0.4, -0.2], [0.6, -0.2, -0.8]], "mulliken_charge": [1.036, 0.276, -0.292, -0.260, -0.705, 0.241, -0.761, -0.742, -0.489, 0.903, -0.303, 0.277, -0.309, -0.550, 0.284, -0.757, 1.151], "e_lumo_ev": 1.55, "total_charge": -1, "relative_energy_kj_mol": 133.83, "total_energy_ev": -40844.88868, "gap_ev": 4.1}

=====

(3)
{"formula": "C4H12", "method": "ωB97M-V/def2-TZVPD", "symbols": ["H", "C", "H", "C", "C", "H", "H", "H", "H", "H", "H", "H", "H", "C", "H", "H"], "positions_angstrom": [[-0.540, -0.018, 1.199], [1.333, -1.127, -0.610], [-1.810, 0.138, 2.422], [-2.119, 1.263, 0.509], [2.367, -0.221, -1.259], [3.249, -0.094, -0.644], [1.580, -2.181, -0.748], [1.921, 0.766, -1.399], [0.317, -0.974, -0.952], [1.394, -1.000, 0.470], [2.658, -0.552, -2.257], [-2.055, -0.834, 0.972], [-2.160, 1.002, -0.541], [-1.611, 0.084, 1.353], [-1.450, 2.129, 0.589], [-3.075, 1.617, 0.896]], "forces_ev_per_angstrom": [[0.1, -0.1, 0.2], [0.8, -0.6, 0.5], [-0.1, 0.3, -0.1], [0.3, 0.4, 1.0], [-0.6, 0.4, -0.6], [0.2, -0.1, 0.1], [0.0, 0.0, -0.2], [0.2, 0.1, 0.1], [-0.1, 0.1, -0.1], [-0.4, 0.2, 0.1], [0.1, -0.1, 0.1], [-0.1, -0.2, 0.2], [-0.3, -0.1, -0.2], [0.1, 0.0, -0.7], [0.0, -0.2, 0.0], [-0.2, -0.1, -0.4]], "nbo_charge": [0.203, -0.608, 0.205, -0.607, -0.607, 0.205, 0.202, 0.201, 0.205, 0.201, 0.202, 0.200, 0.204, -0.609, 0.199, 0.204], "smiles": "CC.CC", "e_lumo_ev": 1.14, "total_charge": 0, "relative_energy_kj_mol": 15.31, "total_energy_ev": -4342.36961, "gap_ev": 12.7}